Here is a molecular structure, C36H28F3MnN2SSb in a non-equilibrium geometry from the OMol25 dataset. Energies are from ωB97M-V with the def2-TZVPD basis set.

Net charge = +1
Frontier orbital gap (alpha / beta) = 6.39 / 7.66 eV
HOMO level (alpha / beta) = -0.4208 / -0.4229 Eh
Spin multiplicity = 5

Each line ends with the Mulliken spin population.
Element x y z (Å)
Mn: -14.16 -14.58 -10.24  4.352
F: -13.71 -18.46 -13.20  -0.001
C: -14.68 -17.84 -13.87  0.000
F: -14.50 -18.14 -15.21  0.000
F: -15.84 -18.39 -13.55  0.000
C: -14.75 -16.37 -13.68  0.016
C: -14.99 -15.51 -14.72  0.007
C: -15.15 -14.18 -14.51  0.002
C: -14.99 -13.70 -13.24  0.018
N: -14.79 -14.51 -12.21  0.078
C: -14.59 -15.87 -12.40  -0.049
S: -14.34 -16.85 -10.97  -0.042
H: -15.09 -15.83 -15.75  0.001
H: -15.39 -13.53 -15.36  0.000
H: -15.02 -12.63 -13.02  -0.003
C: -8.93 -14.42 -7.30  -0.004
C: -9.11 -15.30 -8.55  -0.005
C: -8.05 -15.96 -9.09  -0.003
C: -8.15 -16.78 -10.18  -0.001
C: -9.42 -17.03 -10.72  0.003
C: -10.54 -16.38 -10.20  0.036
C: -10.37 -15.52 -9.10  -0.065
Sb: -12.34 -14.82 -8.34  -0.317
C: -12.05 -13.20 -7.07  -0.041
C: -12.32 -13.25 -5.68  0.000
C: -12.05 -12.18 -4.86  0.000
C: -11.48 -10.99 -5.42  -0.005
C: -11.28 -10.97 -6.80  0.000
C: -11.44 -12.07 -7.63  0.026
C: -11.01 -12.02 -9.06  0.007
C: -13.44 -16.19 -7.20  -0.002
C: -14.84 -15.98 -7.31  0.041
C: -15.71 -16.92 -6.81  0.006
C: -15.25 -17.95 -6.02  0.000
C: -13.89 -18.11 -5.79  0.000
C: -13.01 -17.19 -6.36  -0.001
C: -11.53 -17.44 -6.06  -0.004
H: -7.92 -14.53 -6.89  0.000
H: -9.50 -14.93 -6.51  0.001
H: -9.13 -13.34 -7.43  0.001
H: -7.03 -15.73 -8.68  -0.001
H: -7.30 -17.28 -10.61  0.000
H: -9.51 -17.72 -11.54  0.000
H: -11.57 -16.54 -10.61  -0.005
H: -12.69 -14.18 -5.25  -0.001
H: -12.20 -12.26 -3.80  0.000
H: -11.23 -10.22 -4.73  0.000
H: -10.88 -10.08 -7.24  0.000
H: -10.26 -12.74 -9.32  0.000
H: -10.60 -11.03 -9.32  0.000
H: -11.87 -12.23 -9.74  0.015
H: -15.22 -15.14 -7.86  -0.029
H: -16.78 -16.72 -6.95  0.000
H: -15.97 -18.52 -5.50  0.000
H: -13.53 -18.76 -5.02  0.000
H: -11.46 -17.94 -5.10  0.000
H: -10.90 -16.49 -5.99  0.004
H: -11.06 -17.95 -6.91  0.000
N: -13.98 -5.67 -6.07  0.007
C: -14.17 -6.72 -6.50  -0.002
C: -14.39 -8.05 -7.08  0.015
C: -14.39 -8.20 -8.47  -0.007
C: -14.59 -9.40 -9.05  0.020
C: -14.84 -10.57 -8.25  -0.023
C: -14.89 -10.43 -6.89  0.020
C: -14.62 -9.19 -6.30  -0.008
C: -14.81 -11.86 -8.87  0.098
C: -14.59 -12.93 -9.40  -0.155
H: -14.23 -7.33 -9.09  0.000
H: -14.52 -9.53 -10.16  0.000
H: -15.11 -11.33 -6.33  -0.003
H: -14.73 -9.04 -5.22  0.000